# 1
Molecular formula: C3H3N3O2
Method: DFT, wB97M-V/def2-TZVPD

As for the HOMO energy: -10.44 eV. The value obtained for the LUMO energy is -0.16 eV. As for the energy above the lowest of the compared OMol25 structures with the same formula, charge and spin: 447.4 kJ/mol.

Last column: Mulliken charge in e.
Geometry (Å):
C1 -1.38433 -0.19710 -0.01143  0.225
C2 0.13091 -0.17552 0.04892  0.854
C3 2.15771 -0.42734 0.01287  0.091
H1 -2.96532 0.94834 0.38926  0.262
H2 -1.42017 1.99345 -0.33955  0.314
H3 3.11588 -0.96170 0.42431  0.299
N1 -1.94629 1.01860 0.20651  -0.444
N2 1.05872 -1.14538 0.06995  -0.615
N3 2.08635 0.76696 -0.01854  -0.287
O1 -2.18508 -1.10925 -0.14311  -0.569
O2 0.61663 0.90155 -0.17958  -0.132


# 2
Molecular formula: C51H53MoN7O4PS2
Method: DFT, wB97M-V/def2-TZVPD

The charge is +1. The spin multiplicity is 3. Its expectation value of S² is 2.03. As for the HOMO energy (spin up / spin down): -9.85 / -10.06 eV. The value obtained for the LUMO energy (spin up / spin down) is -3.69 / -3.99 eV. As for the energy above the lowest of the compared OMol25 structures with the same formula, charge and spin: 189.5 kJ/mol.

Last column: Mulliken charge in e.
Geometry (Å):
Mo1 0.26208 -0.14446 1.11166  -0.908
C1 3.10332 2.46595 3.39956  -1.198
O1 1.79985 2.02397 3.05540  0.076
C2 0.76548 2.84257 3.37096  0.083
C3 0.94315 4.06928 3.99565  -0.833
C4 -0.14224 4.85511 4.34278  -0.839
C5 -1.42362 4.42749 4.04192  -1.033
C6 -1.60819 3.21646 3.40859  -0.482
C7 -0.53242 2.38359 3.07622  0.874
N1 -0.76893 1.06725 2.58624  0.998
N2 -1.96243 0.66004 2.90964  -0.652
C8 -2.27358 -0.59448 3.20018  -0.490
C9 -1.34521 -1.66028 3.01783  1.366
O2 -0.40084 -1.42886 2.16963  0.684
C10 -1.48775 -2.84999 3.75898  -1.248
C11 -2.60685 -3.04479 4.51009  -0.947
C12 -3.67784 -2.10227 4.52496  0.725
C13 -4.88502 -2.37685 5.19295  -1.113
C14 -5.93167 -1.49086 5.13085  -0.569
C15 -5.79984 -0.29571 4.41360  -0.776
C16 -4.61137 0.02168 3.79610  -0.718
C17 -3.53809 -0.87542 3.83941  0.608
H1 3.19848 2.61076 4.47773  0.369
H2 3.35818 3.39443 2.88097  0.517
H3 3.78970 1.68399 3.08160  0.205
H4 1.93425 4.42403 4.23646  0.450
H5 0.01905 5.78902 4.86337  0.447
H6 -2.28036 5.03102 4.30776  0.443
H7 -2.60122 2.87609 3.16347  0.515
H8 -0.70949 -3.60139 3.71568  0.539
H9 -2.71755 -3.96064 5.07678  0.414
H10 -4.98013 -3.29996 5.75116  0.434
H11 -6.86401 -1.71368 5.63161  0.413
H12 -6.63906 0.38344 4.34691  0.435
H13 -4.50446 0.94881 3.24947  0.464
C18 1.04083 1.91273 -3.01904  -1.026
C19 2.26484 2.14620 -2.17972  1.173
C20 2.93567 3.35594 -2.34248  -0.466
C21 4.05498 3.68015 -1.59577  -0.830
C22 4.53221 2.77952 -0.65733  -1.165
C23 3.88606 1.56809 -0.48257  -0.103
C24 2.76264 1.22787 -1.24130  0.143
P1 1.91443 -0.34209 -0.80473  2.135
C25 1.44721 -1.11428 -2.39721  0.586
C26 0.16103 -1.66455 -2.37508  0.186
C27 -0.39848 -2.24746 -3.49521  -0.659
C28 0.31969 -2.25556 -4.68111  -1.063
C29 1.57615 -1.68125 -4.72288  -0.786
C30 2.17019 -1.10781 -3.59891  1.516
C31 3.54420 -0.51453 -3.78551  -2.236
C32 3.26550 -1.31346 -0.07416  0.399
C33 4.30131 -1.89527 -0.80261  -1.337
C34 5.32303 -2.56455 -0.15322  -0.846
C35 5.30753 -2.66690 1.23132  -0.888
C36 4.27070 -2.10029 1.95307  -0.665
C37 3.22963 -1.42276 1.31609  1.510
C38 2.13000 -0.80305 2.13531  -1.419
H14 0.56295 2.86430 -3.25360  0.773
H15 0.31265 1.27765 -2.52437  -0.760
H16 1.29884 1.44189 -3.96965  0.372
H17 2.54886 4.06259 -3.06711  0.512
H18 4.54473 4.63341 -1.74534  0.416
H19 5.40355 3.02144 -0.06255  0.502
H20 4.25837 0.86867 0.25597  0.511
H21 -0.39698 -1.59771 -1.45212  -0.124
H22 -1.38900 -2.68363 -3.45222  0.398
H23 -0.11046 -2.69269 -5.57306  0.446
H24 2.12530 -1.66924 -5.65738  0.483
H25 3.51932 0.22688 -4.58653  0.521
H26 4.24578 -1.29233 -4.09270  0.527
H27 3.91919 -0.03025 -2.89086  0.225
H28 4.31210 -1.83286 -1.88109  0.323
H29 6.13425 -2.99695 -0.72347  0.450
H30 6.09947 -3.19512 1.74570  0.393
H31 4.26477 -2.17870 3.03431  0.547
H32 2.56786 0.05262 2.64120  0.111
H33 1.88361 -1.49947 2.94249  0.918
N3 -2.92634 -2.51132 0.13131  -0.128
C39 -3.20744 -3.91698 0.42787  -1.042
C40 -1.93362 -4.74721 0.56631  -0.061
C41 -1.01797 -4.67193 -0.66167  0.398
C42 0.47214 -4.52457 -0.34540  -1.346
N4 0.93177 -3.27365 0.31443  0.004
H34 -3.73865 -1.96263 0.39269  0.242
H35 -2.89315 -2.38379 -0.87077  0.002
H36 -3.84038 -4.36577 -0.34653  0.408
H37 -3.75820 -3.97521 1.37053  0.441
H38 -2.24448 -5.77829 0.74818  0.381
H39 -1.38625 -4.41817 1.44997  -0.149
H40 -1.32772 -3.84606 -1.29516  -0.602
H41 -1.11357 -5.58574 -1.25130  0.446
H42 1.02557 -4.59019 -1.28474  0.557
H43 0.76028 -5.39199 0.26248  0.514
H44 1.94156 -3.34091 0.37294  0.047
H45 0.58924 -3.26086 1.26738  -0.002
N5 -1.59104 2.98887 -6.92206  -0.526
C43 -1.94753 2.54775 -5.67367  1.149
C44 -2.38005 3.45736 -4.69836  -0.997
C45 -2.68934 3.03170 -3.42312  -0.509
C46 -2.52801 1.69384 -3.08419  -0.402
C47 -2.13258 0.77655 -4.04901  -0.697
C48 -1.85084 1.19159 -5.33182  -0.774
S1 -2.92374 1.07640 -1.47361  1.264
O3 -3.43373 -0.25268 -1.66319  -0.830
O4 -3.73298 2.04682 -0.78749  -0.683
N6 -1.48858 0.88365 -0.63107  0.528
C49 -0.82982 1.97740 -0.26931  -0.026
S2 -1.28149 3.64231 -0.51054  -0.241
C50 0.25585 4.13619 0.13707  -1.017
C51 0.96975 3.07392 0.52619  -1.331
N7 0.36382 1.84371 0.33229  1.386
H46 -1.89084 3.90723 -7.19829  0.212
H47 -1.51954 2.31647 -7.66508  0.209
H48 -2.49094 4.50242 -4.96115  0.352
H49 -3.08489 3.72550 -2.69786  0.683
H50 -2.07197 -0.26700 -3.78202  0.678
H51 -1.57351 0.46730 -6.08841  0.356
H52 0.52207 5.17735 0.19497  0.575
H53 1.97122 3.10805 0.92044  0.576


# 3
Molecular formula: C2H7NOS2
Method: DFT, wB97M-V/def2-TZVPD

As for the HOMO energy: -9.12 eV. As for the structure (SMILES): NC=O.CSS. The value obtained for the LUMO energy is 0.65 eV. As for the energy above the lowest of the compared OMol25 structures with the same formula, charge and spin: 37.1 kJ/mol.

Last column: Mulliken charge in e.
Geometry (Å):
C1 4.26319 1.07061 -1.36013  -0.700
S1 3.33780 2.24435 -2.39666  -0.048
S2 1.38736 1.89521 -1.86665  -0.223
H1 3.58005 0.52663 -0.70264  0.285
H2 4.93531 1.66564 -0.74118  0.260
H3 4.79395 0.35867 -1.99141  0.267
H4 1.03880 0.94540 -2.75123  0.159
C2 -4.71805 -2.94505 3.86302  0.136
N1 -5.87735 -3.18438 3.21214  -0.318
O1 -3.65575 -3.46793 3.61400  -0.535
H5 -4.76939 -2.24111 4.68677  0.287
H6 -6.07822 -3.88227 2.51532  0.221
H7 -6.68737 -2.66866 3.47590  0.209


What maximum force values result from the calculations? In sequence: 9.7; 4.3; 1.3 eV Å⁻¹.